# 1
H14O7 | ωB97M-V with the def2-TZVPD basis set

Each line ends with the natural charge from an NBO analysis.
CARTESIAN COORDINATES (ANGSTROEM)
O 27.13400 38.02700 5.69200  -0.968
H 26.37200 38.42100 6.03400  0.490
H 27.88600 38.09500 6.38500  0.467
O 25.24400 39.81500 6.44900  -0.965
H 24.79400 40.33100 5.64900  0.481
H 25.58200 40.64500 6.93500  0.489
O 29.28300 42.29100 4.46800  -0.977
H 29.35900 41.38300 4.68000  0.469
H 28.45800 42.70600 4.92400  0.493
O 26.59400 42.43100 5.19600  -1.023
H 26.65500 42.75400 6.16300  0.515
H 25.92900 43.15000 4.66500  0.498
O 28.06900 41.25700 7.01900  -1.063
H 28.87400 41.83500 7.24400  0.533
H 27.52900 41.07000 6.18200  0.555
O 26.01000 42.07100 8.68800  -1.012
H 26.83400 41.59600 8.26200  0.494
H 26.02700 43.01400 8.28800  0.475
O 26.93800 44.11900 7.25000  -0.953
H 26.26000 44.79500 7.12200  0.501
H 27.72000 44.45000 7.59900  0.501

## Properties
F_max = 0.09456 Eh/bohr
Energy relative to the best compared isomer or geometry (same formula, charge and spin) = 3.627 eV
HOMO energy = -10.492 eV
SMILES string = O.O.O.O.O.O.O
E = -534.99055 Ha

# 2
H14O7 | ωB97M-V with the def2-TZVPD basis set

Each line ends with the natural charge from an NBO analysis.
CARTESIAN COORDINATES (ANGSTROEM)
O 9.44911 8.64171 -13.19779  -0.935
H 8.79046 7.99420 -13.44909  0.477
H 9.91257 8.84078 -14.01131  0.458
O 8.01217 10.71161 -15.96019  -0.686
H 8.88515 10.85746 -15.59569  0.493
H 8.16386 10.17786 -16.74015  0.473
O 10.61825 11.14119 -15.09775  -0.919
H 10.90074 11.44405 -14.23479  0.496
H 11.13094 10.34799 -15.25339  0.493
O 12.91787 12.59067 -16.52955  -0.712
H 13.24984 11.70909 -16.69941  0.478
H 12.22751 12.46580 -15.87836  0.490
O 11.66269 8.82762 -15.28037  -0.957
H 12.60610 8.77806 -15.12629  0.490
H 11.47823 8.10102 -15.87557  0.513
O 12.84035 10.91132 -12.98378  -0.973
H 12.70530 10.72181 -12.05530  0.516
H 13.20692 10.10325 -13.34281  0.486
O 12.59453 13.47280 -13.77742  -0.668
H 13.45994 13.75176 -14.07653  0.497
H 12.66051 12.52051 -13.70664  0.490

## Properties
Spin multiplicity = 2
F_max = 0.02976 Eh/bohr
Total charge = +1
Energy relative to the best compared isomer or geometry (same formula, charge and spin) = 1.222 eV
HOMO energy (alpha / beta) = -14.497 / -13.867 eV
E = -534.65804 Ha